1.
11
Properties=species:S:1:pos:R:3:forces:R:3:mulliken_charge:R:1 method="wB97M-V/def2-TZVPD" homo_lumo_gap_ha="0.518 / 0.296" spin_multiplicity=2 homo_energy_ha="-0.8521 / -0.8523" relative_energy_kcal_mol=25.7 s2=0.7530 charge=+2
S -0.14331 1.28632 -2.26151 0.0 -0.1 -1.2 0.202
H -0.81489 1.91780 -1.29931 -0.3 0.6 0.4 0.380
H 1.04214 1.81536 -1.91283 0.4 0.3 0.1 0.393
C 0.58629 -0.39316 1.11129 -0.1 0.2 0.5 -0.706
N -0.61187 -0.84886 0.29956 0.4 0.2 -1.1 -0.251
H 0.34880 0.59118 1.53888 0.2 -0.6 0.1 0.358
H 0.80791 -1.17197 1.84009 -0.2 0.4 0.3 0.331
H 1.46507 -0.32366 0.48442 0.0 0.0 -0.4 0.334
H -0.47079 -0.56580 -0.69171 -0.3 -0.8 0.8 0.158
H -1.50806 -0.43751 0.57282 0.0 -0.2 0.5 0.411
H -0.70129 -1.86971 0.31829 -0.1 0.0 -0.1 0.390

2.
12
Properties=species:S:1:pos:R:3:forces:R:3:mulliken_charge:R:1 method="wB97M-V/def2-TZVPD" homo_lumo_gap_ha=0.323 spin_multiplicity=1 homo_energy_ha=-0.4681 relative_energy_kcal_mol=6.0 charge=+1
N -2.16990 -1.82320 0.37410 -0.7 0.9 -0.4 -0.374
H -2.70371 -1.28971 -0.32759 0.1 -0.2 0.1 0.444
H -2.75882 -1.88248 1.20892 0.2 -0.4 0.0 0.390
H -1.34785 -1.23205 0.55408 0.2 -0.3 0.0 0.083
H -1.92168 -2.71935 -0.04347 0.1 -0.2 0.3 0.378
C 2.30294 0.95317 0.07034 -0.1 0.1 0.2 -0.780
S 0.82225 0.00374 0.55082 -0.2 0.3 -0.5 -0.029
S -0.57406 0.73362 -0.84424 0.5 0.1 0.3 -0.291
H 2.99618 0.32867 -0.49008 -0.1 0.1 0.0 0.318
H 1.95702 1.80802 -0.50137 0.1 0.0 -0.2 0.301
H 2.76573 1.35203 0.96630 0.1 -0.2 0.2 0.326
H 0.09342 0.35265 -1.94929 -0.2 -0.2 0.0 0.236

3.
12
Properties=species:S:1:pos:R:3:forces:R:3:mulliken_charge:R:1 method="wB97M-V/def2-TZVPD" homo_lumo_gap_ha=0.316 spin_multiplicity=1 homo_energy_ha=-0.4626 relative_energy_kcal_mol=12.4 charge=+1
N -1.69503 0.22914 1.92272 -1.2 -0.9 0.9 -0.396
H -0.77423 0.13309 1.44639 -0.4 0.2 0.0 0.110
H -2.54344 0.14779 1.35433 0.5 0.5 -0.7 0.411
H -1.82990 -0.58689 2.52954 0.6 0.0 0.2 0.409
H -1.78563 1.04248 2.52817 0.3 0.3 -0.2 0.391
C 1.17952 0.23518 -2.26272 -1.1 -0.9 -1.1 -0.761
S 0.95585 0.70944 -0.58213 0.9 1.4 0.6 0.006
S 0.84431 -0.95467 0.50543 0.3 -1.4 -0.1 -0.323
H 1.43587 1.15910 -2.77698 -0.3 0.0 -0.2 0.293
H 0.20421 -0.17593 -2.53442 0.1 0.4 -0.7 0.301
H 1.88364 -0.53528 -2.58848 0.4 0.2 0.9 0.342
H 2.12483 -1.40344 0.45814 -0.2 0.2 0.4 0.218

4.
12
Properties=species:S:1:pos:R:3:forces:R:3:mulliken_charge:R:1 method="wB97M-V/def2-TZVPD" homo_lumo_gap_ha="0.394 / 0.199" spin_multiplicity=2 homo_energy_ha="-0.5526 / -0.5523" relative_energy_kcal_mol=6.4 s2=0.7532 charge=+1
C -0.83782 0.67235 -0.88334 0.3 0.6 -0.9 -0.793
S -2.00579 -0.69090 -0.82903 0.5 1.0 0.3 0.305
H 0.22565 0.39668 -0.83918 0.0 -0.8 0.1 0.381
H -0.94441 1.46378 -0.13950 -0.7 -0.6 0.5 0.409
H -0.85996 1.18289 -1.85838 -0.4 -0.4 -0.2 0.363
H -1.73516 -1.35974 -1.98464 0.2 0.3 0.1 0.309
H 0.43511 0.26850 1.68738 1.2 0.1 0.7 0.337
H 1.07894 1.48319 2.57378 0.8 -0.6 0.2 0.320
O 0.36410 1.15289 2.04683 -1.9 0.5 -0.9 -0.610
H 2.00364 -2.04625 -0.06210 0.0 0.4 0.1 0.326
H 0.66512 -1.36152 0.24378 1.2 -0.1 -0.1 0.266
O 1.61057 -1.16186 0.04440 -1.3 -0.6 0.1 -0.613